This record from OMol25 describes a structure of composition C46H37Br2N2OPdSSbSi. The level of theory is the ωB97M-V functional and the def2-TZVPD basis.

```
92
Properties=species:S:1:pos:R:3:forces:R:3:mulliken_charge:R:1
Pd 0.33711 0.03186 -0.22943 -0.002 -0.017 -0.331 0.108
C -3.48866 0.09007 0.69220 -0.006 -0.010 0.059 -1.129
C -2.96955 1.49375 0.70416 0.018 -0.030 -0.121 0.192
C -3.61143 2.53516 1.37669 0.043 0.059 -0.060 -0.997
C -3.06507 3.80126 1.35453 0.030 -0.051 -0.001 -0.782
C -1.86361 4.04196 0.67609 -0.052 -0.037 0.016 1.467
C -1.16999 5.31149 0.69685 0.182 -0.037 -0.030 -0.337
Br -2.25832 6.87369 0.98072 -0.009 0.034 0.019 -0.320
C 0.17598 5.51742 0.65441 -0.094 0.174 -0.027 -0.592
C 1.21476 4.58530 0.46940 -0.049 -0.034 0.108 -0.290
Br 2.96366 5.15577 0.99212 0.016 0.010 -0.028 -0.221
C 1.11164 3.31041 -0.09768 0.014 -0.233 0.117 -0.281
O 1.93600 2.40091 -0.13254 0.128 0.226 -0.198 -0.652
C -1.31259 2.93907 0.00725 -0.122 -0.072 0.025 -1.285
N -1.84862 1.72168 0.02538 0.324 -0.092 0.044 0.588
H -4.54624 0.05354 0.96024 0.000 0.002 -0.008 0.434
H -2.92170 -0.52554 1.39417 0.010 -0.010 -0.010 0.050
H -3.32779 -0.36740 -0.28251 -0.012 -0.004 -0.005 0.170
H -4.53070 2.33818 1.91416 -0.013 0.015 0.000 0.392
H -3.54620 4.61611 1.87939 -0.023 -0.001 -0.003 0.365
H 0.50045 6.53716 0.83470 -0.004 -0.006 0.008 0.475
C 0.98959 3.81131 3.99746 -0.018 -0.003 0.010 -0.810
C -0.27818 3.31521 3.73328 0.010 0.014 0.009 -0.381
C -0.42500 2.05004 3.17878 -0.012 0.009 0.004 -0.270
C 0.67561 1.25015 2.85704 -0.130 -0.019 0.006 0.219
C 1.93939 1.77612 3.13044 0.063 -0.022 -0.037 -0.055
C 2.09849 3.03070 3.69791 0.019 0.009 0.024 -0.644
Si 0.37065 -0.41916 1.97488 -0.035 -0.217 0.137 0.755
C 1.53692 -1.63284 2.86720 -0.015 0.037 -0.014 0.281
C 2.91594 -1.60417 2.64741 0.052 0.029 -0.029 -0.135
C 3.78557 -2.42187 3.35575 0.018 -0.010 -0.046 -0.984
C 3.29018 -3.32968 4.28125 -0.023 -0.008 0.005 -0.470
C 1.91900 -3.40266 4.49276 0.047 -0.025 0.029 -0.568
C 1.06265 -2.55642 3.80216 -0.087 -0.005 -0.028 -0.344
H 1.11567 4.80707 4.40690 0.000 0.003 -0.003 0.331
H -1.15528 3.92036 3.93761 0.001 0.004 0.006 0.392
H -1.42630 1.68048 2.97962 0.007 -0.015 0.002 0.419
H 2.82428 1.20498 2.87174 -0.007 0.004 0.010 0.167
H 3.09552 3.41813 3.87264 -0.009 0.004 0.004 0.441
H -0.97270 -0.79491 2.53909 0.080 -0.023 0.035 -0.408
H 3.31775 -0.93628 1.89141 -0.001 0.008 0.002 0.443
H 4.85007 -2.36823 3.15975 0.018 -0.008 0.004 0.372
H 3.96499 -3.98322 4.82325 -0.003 0.000 0.002 0.343
H 1.51552 -4.11785 5.20178 0.007 0.001 0.003 0.379
H -0.00486 -2.61548 3.98618 0.003 -0.001 -0.012 0.298
N -0.15785 3.09933 -0.79615 -0.028 0.228 -0.131 2.391
C -0.30528 3.59323 -2.09203 -0.077 -0.129 -0.032 0.353
C -1.44173 3.24951 -2.83838 0.003 0.110 0.081 -0.246
C -1.58780 3.69496 -4.13847 0.006 -0.025 -0.043 -0.655
C -0.60409 4.46685 -4.74451 -0.005 0.013 -0.031 -0.655
C 0.53132 4.78995 -4.01534 0.018 0.050 0.031 -0.645
C 0.68437 4.37262 -2.70271 -0.009 -0.110 0.033 -0.578
H -2.18607 2.60179 -2.39508 -0.013 0.013 0.004 0.414
H -2.46924 3.40660 -4.69974 -0.010 0.000 0.017 0.362
H -0.71756 4.80133 -5.76851 0.004 0.000 0.001 0.365
H 1.31498 5.38736 -4.46786 -0.004 -0.002 -0.007 0.363
H 1.57411 4.63311 -2.14590 0.020 0.019 -0.001 0.398
S -1.56025 -3.01125 -0.24871 0.543 -0.002 0.069 -0.691
Sb 0.57271 -2.43126 -1.09132 -0.860 0.027 0.410 1.187
C 0.52538 -4.26221 -2.42191 0.277 0.256 -0.206 0.068
C -0.69215 -4.77675 -2.87176 0.030 0.021 0.101 -0.127
C -0.74704 -5.85983 -3.73901 -0.035 -0.026 0.003 -0.656
C 0.42098 -6.47519 -4.17206 0.018 -0.004 0.002 -0.305
C 1.64131 -5.98265 -3.73630 -0.009 -0.023 -0.016 -0.733
C 1.68349 -4.88373 -2.88302 0.148 0.105 -0.067 -0.378
C 0.58358 -1.03608 -2.75887 0.167 -0.125 -0.232 0.855
C -0.17178 -1.31096 -3.89953 -0.105 0.028 0.017 -0.636
C -0.21098 -0.41145 -4.95320 -0.032 -0.026 -0.007 -0.730
C 0.48574 0.79121 -4.88159 -0.009 0.062 0.015 -0.399
C 1.21614 1.09440 -3.74514 -0.121 -0.056 -0.057 -1.296
C 1.26540 0.18069 -2.69572 0.222 -0.051 0.198 -0.101
C 2.66391 -2.89641 -0.61457 -0.362 0.067 0.319 0.192
C 3.68985 -2.01228 -0.92348 -0.080 0.082 -0.150 -0.591
C 4.99763 -2.28588 -0.54620 0.051 0.003 -0.013 -0.503
C 5.29504 -3.44295 0.16280 -0.024 0.007 -0.003 -0.454
C 4.27272 -4.32217 0.49224 0.041 0.032 0.017 -0.702
C 2.96839 -4.04306 0.10920 -0.105 -0.146 -0.029 -0.106
H -1.60240 -4.32492 -2.49563 -0.031 -0.013 -0.017 0.269
H -1.71046 -6.23343 -4.07078 0.003 0.002 -0.001 0.362
H 0.37894 -7.32906 -4.83972 -0.002 0.004 0.000 0.333
H 2.56642 -6.44699 -4.06219 -0.007 -0.003 -0.005 0.362
H 2.65765 -4.50735 -2.58683 -0.036 0.000 0.028 0.277
H -0.72905 -2.23909 -3.96296 0.024 -0.004 -0.018 0.283
H -0.79297 -0.64639 -5.83794 0.004 -0.002 -0.001 0.372
H 0.43321 1.49997 -5.69970 0.014 0.007 0.013 0.364
H 1.72770 2.04344 -3.64939 0.019 -0.035 -0.043 0.501
H 1.87969 0.42963 -1.82486 -0.001 0.013 -0.037 0.225
H 3.47956 -1.09733 -1.46891 -0.029 -0.021 0.093 0.284
H 5.78139 -1.58117 -0.80077 0.017 -0.029 0.008 0.351
H 6.31480 -3.64733 0.46866 -0.005 -0.008 0.001 0.341
H 4.48061 -5.21762 1.06665 0.026 0.013 0.005 0.373
H 2.18166 -4.74179 0.37739 -0.023 0.031 -0.016 0.417
```
Positions in Å, forces in eV/Å.

- Relative energy (zero: lowest compared OMol25 entry of this formula, charge and spin): 65.2 kJ/mol
- Charge: -2
- Spin multiplicity: 1